(A)
This record from the OMol25 dataset describes a 2-piece molecular cluster, C3H11NOS2 overall. The level of theory is wB97M-V/def2-TZVPD.

Output
LUMO: 0.52 eV
HOMO energy: -8.8 eV
Orbital gap: 9.276 eV
Spin multiplicity: 1

Atoms and positions in Å:
1 N 1.401 1.534 -0.319
2 C 0.255 0.648 -0.233
3 C 0.508 -0.941 0.195
4 C -0.499 0.467 -1.577
5 S -2.308 -0.123 -1.251
6 S -2.437 -2.118 -0.882
7 H 0.989 2.457 -0.304
8 H 1.952 1.511 -1.168
9 H -0.385 0.966 0.594
10 H 1.558 -0.943 0.575
11 H -0.258 -1.323 0.888
12 H 0.468 -1.597 -0.680
13 H -0.684 1.418 -2.075
14 H -0.154 -0.250 -2.344
15 H -2.098 -2.585 -2.093
16 H 0.716 0.234 2.783
17 H 0.061 0.385 4.159
18 O 0.916 0.262 3.733



(B)
This record from the OMol25 dataset describes a 2-piece molecular cluster, C3H11NOS2 overall. The level of theory is wB97M-V/def2-TZVPD.

Output
LUMO: 0.67 eV
HOMO energy: -9.0 eV
Orbital gap: 9.703 eV
Spin multiplicity: 1

Atoms and positions in Å:
1 N 0.843 0.738 1.700
2 C 1.232 1.153 0.327
3 C 0.084 1.493 -0.571
4 S -1.150 0.193 -0.862
5 S -0.237 -1.583 -0.584
6 C 0.501 -2.029 -2.153
7 H 0.952 1.472 2.391
8 H -0.141 0.485 1.732
9 H 1.987 1.922 0.491
10 H 1.800 0.291 -0.037
11 H -0.439 2.342 -0.128
12 H 0.464 1.764 -1.557
13 H 1.579 -1.851 -2.336
14 H 0.476 -3.104 -2.315
15 H 0.034 -1.446 -2.937
16 H -2.175 -1.225 2.170
17 H -3.310 -0.191 2.084
18 O -2.499 -0.423 2.584



What should be chosen as the least stable of them? Choose (A).



(A)
This record from the OMol25 dataset describes a 2-piece molecular cluster, C3H11NOS2 overall. The level of theory is wB97M-V/def2-TZVPD.

Output
LUMO: 0.51 eV
HOMO energy: -9.0 eV
Orbital gap: 9.491 eV
Spin multiplicity: 1

Atoms and positions in Å:
1 S -1.099 3.762 0.725
2 S 0.382 2.307 1.112
3 C -0.625 0.776 1.040
4 C 0.100 -0.460 1.567
5 C 1.529 -0.540 1.040
6 N 2.054 -1.917 1.077
7 H -1.558 3.678 1.968
8 H -1.484 0.906 1.690
9 H -0.928 0.604 -0.003
10 H 0.017 -0.567 2.651
11 H -0.403 -1.333 1.176
12 H 1.556 -0.100 0.000
13 H 2.267 0.006 1.612
14 H 2.090 -2.371 0.177
15 H 2.963 -1.904 1.510
16 H -1.751 -0.501 -6.150
17 H -2.908 -1.043 -5.297
18 O -2.203 -1.303 -5.896



(B)
This record from the OMol25 dataset describes a 2-piece molecular cluster, C3H11NOS2 overall. The level of theory is wB97M-V/def2-TZVPD.

Output
LUMO: 0.54 eV
HOMO energy: -8.6 eV
Orbital gap: 9.178 eV
Spin multiplicity: 1

Atoms and positions in Å:
1 S -2.043 1.309 -1.682
2 S -0.289 2.015 -2.345
3 C 1.041 1.725 -1.167
4 C 0.653 1.439 0.293
5 N 0.336 0.031 0.490
6 C 1.395 -0.741 1.121
7 H -2.444 2.180 -0.735
8 H 1.673 0.873 -1.442
9 H 1.673 2.614 -1.205
10 H -0.140 2.088 0.673
11 H 1.576 1.672 0.820
12 H -0.540 -0.065 0.978
13 H 2.311 -0.635 0.541
14 H 1.098 -1.791 1.158
15 H 1.593 -0.416 2.143
16 H -2.198 -3.565 0.509
17 H -2.744 -4.828 -0.167
18 O -2.950 -3.906 0.017



What should be chosen as the least stable of them? Choose (B).



(A)
This record from the OMol25 dataset describes a 2-piece molecular cluster, C3H11NOS2 overall. The level of theory is wB97M-V/def2-TZVPD.

Output
LUMO: 0.41 eV
HOMO energy: -8.5 eV
Orbital gap: 8.954 eV
Spin multiplicity: 1

Atoms and positions in Å:
1 S 1.821 -0.486 0.506
2 S 1.115 0.437 -1.206
3 C 0.297 1.843 -0.312
4 C -0.897 1.355 0.488
5 N -1.896 0.672 -0.336
6 C -2.954 0.133 0.520
7 H 2.795 -1.222 -0.043
8 H 0.087 2.639 -1.016
9 H 1.073 2.185 0.374
10 H -0.545 0.688 1.289
11 H -1.421 2.189 0.954
12 H -1.503 -0.121 -0.816
13 H -3.550 0.909 0.984
14 H -3.655 -0.404 -0.125
15 H -2.584 -0.590 1.253
16 H -0.379 -3.690 0.059
17 H -0.081 -2.244 0.386
18 O -0.454 -3.054 0.780



(B)
This record from the OMol25 dataset describes a 2-piece molecular cluster, C3H11NOS2 overall. The level of theory is wB97M-V/def2-TZVPD.

Output
LUMO: 0.63 eV
HOMO energy: -8.5 eV
Orbital gap: 9.090 eV
Spin multiplicity: 1

Atoms and positions in Å:
1 N 2.009 0.986 -0.251
2 C 1.525 -0.342 0.122
3 C 1.112 -1.289 -0.929
4 S -0.739 -1.089 -1.635
5 S -1.788 -0.575 0.078
6 C -2.770 -2.136 0.548
7 H 1.296 1.584 -0.521
8 H 2.421 1.454 0.482
9 H 2.346 -0.784 0.734
10 H 0.674 -0.220 0.812
11 H 1.738 -1.230 -1.889
12 H 1.092 -2.344 -0.592
13 H -3.506 -2.417 -0.171
14 H -1.918 -2.731 0.730
15 H -3.345 -2.042 1.454
16 H -0.463 5.018 0.601
17 H 0.614 4.092 0.073
18 O -0.299 4.065 0.354



What should be chosen as the least stable of them? Choose (B).



(A)
This record from the OMol25 dataset describes a 2-piece molecular cluster, C3H11NOS2 overall. The level of theory is wB97M-V/def2-TZVPD.

Output
LUMO: 0.29 eV
HOMO energy: -8.4 eV
Orbital gap: 8.686 eV
Spin multiplicity: 1

Atoms and positions in Å:
1 N -0.602 -0.965 0.115
2 C 0.709 -1.039 0.745
3 C 0.890 -2.395 1.413
4 C 1.121 0.130 1.659
5 S 1.826 1.586 0.752
6 S 0.040 2.633 0.359
7 H -0.824 -0.242 -0.537
8 H -1.404 -1.259 0.651
9 H 1.414 -1.102 -0.101
10 H 0.180 -2.668 2.195
11 H 1.101 -3.177 0.669
12 H 1.826 -2.310 1.982
13 H 0.293 0.361 2.347
14 H 1.933 -0.295 2.286
15 H -0.851 1.602 0.306
16 H -3.296 2.846 -4.905
17 H -1.812 2.883 -4.816
18 O -2.544 3.412 -5.119



(B)
This record from the OMol25 dataset describes a 2-piece molecular cluster, C3H11NOS2 overall. The level of theory is wB97M-V/def2-TZVPD.

Output
LUMO: 0.64 eV
HOMO energy: -8.9 eV
Orbital gap: 9.507 eV
Spin multiplicity: 1

Atoms and positions in Å:
1 N 0.340 2.215 1.308
2 C 1.352 1.200 0.989
3 C 1.386 0.945 -0.510
4 S -0.224 0.312 -1.111
5 S -0.346 -1.475 -0.145
6 C 0.378 -2.677 -1.374
7 H -0.501 1.749 1.625
8 H 0.630 2.824 2.047
9 H 2.313 1.578 1.281
10 H 1.267 0.281 1.573
11 H 1.699 1.820 -1.063
12 H 2.067 0.119 -0.750
13 H 1.172 -2.155 -1.896
14 H 0.647 -3.537 -0.766
15 H -0.474 -2.979 -1.980
16 H -2.517 -0.328 1.649
17 H -2.413 0.941 0.802
18 O -2.188 0.576 1.664



(C)
This record from the OMol25 dataset describes a 2-piece molecular cluster, C3H11NOS2 overall. The level of theory is wB97M-V/def2-TZVPD.

Output
LUMO: 0.60 eV
HOMO energy: -7.9 eV
Orbital gap: 8.454 eV
Spin multiplicity: 1

Atoms and positions in Å:
1 N -0.894 -0.344 -1.897
2 C 0.298 -0.005 -1.055
3 C 0.493 -1.088 -0.025
4 S 1.430 -0.729 1.521
5 S 1.078 1.321 1.753
6 C 2.374 1.505 3.051
7 H -1.173 0.565 -2.269
8 H -1.625 -0.656 -1.266
9 H 0.151 0.990 -0.648
10 H 1.165 0.064 -1.712
11 H 1.032 -1.940 -0.438
12 H -0.484 -1.476 0.269
13 H 3.335 1.097 2.764
14 H 2.005 1.139 4.002
15 H 2.478 2.588 3.135
16 H -4.619 -0.734 -2.415
17 H -3.193 -1.158 -2.736
18 O -3.850 -1.138 -2.036



(D)
This record from the OMol25 dataset describes a 2-piece molecular cluster, C3H11NOS2 overall. The level of theory is wB97M-V/def2-TZVPD.

Output
LUMO: 0.79 eV
HOMO energy: -8.7 eV
Orbital gap: 9.467 eV
Spin multiplicity: 1

Atoms and positions in Å:
1 N 2.214 -0.353 -1.497
2 C 1.663 0.864 -2.106
3 C 1.098 1.833 -1.064
4 S -0.559 1.442 -0.405
5 S -0.352 -0.415 0.515
6 C -0.587 -1.843 -0.620
7 H 3.127 -0.543 -1.880
8 H 2.374 -0.187 -0.513
9 H 2.445 1.409 -2.655
10 H 0.848 0.682 -2.822
11 H 1.851 2.081 -0.319
12 H 0.788 2.761 -1.566
13 H 0.299 -2.475 -0.517
14 H -1.498 -2.438 -0.555
15 H -0.512 -1.452 -1.634
16 H -2.146 -2.332 5.255
17 H -2.390 -1.201 4.329
18 O -2.364 -2.152 4.342



What should be chosen as the least stable of them? Choose (A).



(A)
This record from the OMol25 dataset describes a 2-piece molecular cluster, CH3N3O3 overall. The level of theory is wB97M-V/def2-TZVPD.

Output
LUMO: 0.61 eV
HOMO energy: -10.0 eV
Orbital gap: 10.632 eV
Spin multiplicity: 1

Atoms and positions in Å:
1 C -4.003 0.011 -0.268
2 N -0.978 -0.531 0.302
3 N -0.192 1.182 -0.904
4 N -0.749 0.663 0.213
5 O -1.105 1.439 1.048
6 O -4.668 0.926 -0.116
7 O -3.399 -0.907 -0.566
8 H -0.813 -1.251 -0.343
9 H 0.445 0.580 -1.293
10 H -0.082 2.198 -0.890



(B)
This record from the OMol25 dataset describes a 2-piece molecular cluster, CH3N3O3 overall. The level of theory is wB97M-V/def2-TZVPD.

Output
LUMO: 0.47 eV
HOMO energy: -11.2 eV
Orbital gap: 11.632 eV
Spin multiplicity: 1

Atoms and positions in Å:
1 C 3.438 -0.571 0.041
2 N 2.286 -0.698 0.429
3 N -0.868 0.226 -0.153
4 N -1.317 -1.058 -0.037
5 O 4.489 -0.202 -0.259
6 O -0.485 -1.900 0.134
7 O -2.504 -1.221 -0.028
8 H 0.083 0.220 -0.306
9 H 1.936 -1.642 0.790
10 H -1.499 1.067 -0.261



What should be chosen as the least stable of them? Choose (B).



(A)
This record from the OMol25 dataset describes a 2-piece molecular cluster, CH3N3O3 overall. The level of theory is wB97M-V/def2-TZVPD.

Output
LUMO: 0.66 eV
HOMO energy: -9.6 eV
Orbital gap: 10.270 eV
Spin multiplicity: 1

Atoms and positions in Å:
1 C 0.302 1.848 -0.156
2 N -0.332 -1.310 0.622
3 N -0.477 -1.408 -0.875
4 N 0.171 -2.264 -0.268
5 O -0.980 1.704 -0.310
6 O 0.702 -3.302 -0.160
7 O 1.026 1.227 0.583
8 H 0.639 2.659 -0.762
9 H 0.268 -0.389 0.901
10 H -1.320 1.234 0.424



(B)
This record from the OMol25 dataset describes a 2-piece molecular cluster, CH3N3O3 overall. The level of theory is wB97M-V/def2-TZVPD.

Output
LUMO: 0.31 eV
HOMO energy: -11.1 eV
Orbital gap: 11.373 eV
Spin multiplicity: 1

Atoms and positions in Å:
1 C 2.566 -0.176 -0.281
2 N 1.581 0.480 -0.454
3 N -0.841 0.184 0.545
4 N -2.009 -0.273 0.061
5 O 3.487 -0.764 0.083
6 O -2.640 0.493 -0.620
7 O -2.296 -1.408 0.336
8 H -0.609 1.159 0.436
9 H 1.077 0.702 -1.286
10 H -0.316 -0.396 1.180



What should be chosen as the least stable of them? Choose (A).